Entry A
Density functional theory data (ωB97M-V with the def2-TZVPD basis set) for a structure of composition C26H28N6O2SSeSr.

Summary:
Kohn-Sham gap = 6.64 eV

The geometry in ORCA input format:
```
! RIJCOSX wB97M-V def2-TZVPD def2/J DEFGRID3
* xyz 0 1
Sr 1.56 -0.04 -0.10
Se -3.19 -0.40 -0.19
S 2.68 -0.46 -2.84
O -0.31 -1.17 -1.01
O 1.42 2.38 0.13
N -2.56 -0.36 -3.14
N -0.88 3.51 -1.44
N 2.51 0.51 2.22
N 3.95 1.96 -2.06
N 1.67 -2.53 0.57
N -0.80 0.14 1.43
C -1.67 -4.90 -2.08
C -0.70 -2.35 -1.31
C -2.15 -6.25 -2.54
C -1.20 1.77 -3.14
C -1.94 -2.49 -1.97
C -0.73 4.20 -0.32
C -0.16 4.48 3.30
C -1.58 -0.26 0.67
C 1.22 2.59 2.50
C 2.75 -2.78 1.52
C -2.81 -1.29 -2.14
C 3.30 -0.54 2.86
C -0.53 -4.77 -1.31
C -0.15 3.90 0.93
C 2.65 -1.93 2.81
C -0.64 5.29 4.47
C -2.39 -3.74 -2.36
C -0.73 2.08 -1.72
C -0.03 -3.53 -0.89
C -1.29 0.27 -3.49
C -0.57 4.71 2.02
C 0.73 3.39 3.50
C 1.08 -3.54 0.05
C 2.10 1.48 2.93
C 3.45 0.97 -2.42
C 0.86 2.89 1.12
H -2.27 -6.94 -1.71
H -0.48 2.23 -3.83
H 3.49 -0.28 3.91
H -1.45 -6.71 -3.24
H -1.19 0.20 -4.58
H -1.08 6.23 4.14
H -1.39 4.75 5.05
H 3.13 -2.51 3.60
H 1.04 3.17 4.52
H 1.59 -1.84 3.09
H -3.33 -3.82 -2.89
H -3.35 0.25 -3.31
H -1.26 5.52 1.83
H -0.47 -0.28 -3.05
H 0.19 5.53 5.15
H -1.19 5.18 -0.38
H 2.37 1.52 3.99
H 1.40 -4.54 0.35
H -3.11 -6.17 -3.05
H -3.85 -1.62 -2.24
H 0.01 -5.67 -1.01
H -1.33 4.03 -2.17
H -1.31 1.53 -0.98
H 0.32 1.82 -1.63
H -2.17 2.24 -3.33
H 4.28 -0.58 2.36
H 3.70 -2.57 1.01
H 2.77 -3.83 1.81
*
```

---

Entry B
Density functional theory data (ωB97M-V with the def2-TZVPD basis set) for a structure of composition C26H28N6O2SSeSr.

Summary:
Kohn-Sham gap = 7.04 eV

The geometry in ORCA input format:
```
! RIJCOSX wB97M-V def2-TZVPD def2/J DEFGRID3
* xyz 0 1
Sr 0.54 -1.34 0.43
Se -1.61 2.59 -1.76
S 0.36 -3.89 1.64
O -0.52 -0.14 1.91
O -0.55 -1.96 -1.35
N -3.40 -1.26 -1.74
N 2.22 -1.95 -1.10
N -2.27 -2.94 1.89
N -2.94 1.61 1.35
N 2.30 -0.92 1.98
N 0.41 0.82 -0.58
C -1.49 -0.91 -3.26
C 4.12 -1.68 0.47
C 2.14 -1.61 -2.32
C 1.20 0.89 3.17
C 1.41 4.37 4.72
C 0.94 -1.13 -3.00
C -3.96 -0.43 0.50
C -1.97 2.38 1.78
C 0.24 0.45 -6.39
C -2.84 -1.11 -2.91
C 3.48 -1.76 1.87
C -2.87 -0.95 -0.43
C -0.39 1.54 -1.05
C -0.09 0.87 2.52
C 2.21 -0.15 2.98
C -0.38 -1.34 -2.43
C 3.45 -2.54 -0.61
C 0.00 -0.16 -5.04
C -0.27 3.25 3.21
C 1.09 -0.57 -4.24
C -3.34 0.26 1.71
C 0.87 3.19 3.95
C -1.17 -3.33 1.79
C -0.82 2.12 2.54
C 1.60 1.98 3.91
C -1.25 -0.38 -4.55
H 5.15 -2.03 0.56
H 1.47 4.14 5.79
H 0.97 -0.14 -6.96
H 2.09 -0.43 -4.64
H 4.15 -0.64 0.14
H -2.10 3.41 1.48
H 3.02 -1.72 -2.98
H 4.16 -2.71 -1.43
H 3.00 -0.15 3.74
H 2.41 4.63 4.38
H -4.58 -1.26 0.84
H -4.36 -1.58 -1.74
H 4.23 -1.47 2.62
H 3.19 -3.51 -0.17
H -0.68 0.51 -6.97
H 3.19 -2.80 2.07
H 0.65 1.46 -6.29
H 2.56 1.95 4.42
H -2.08 -0.22 -0.54
H -0.82 4.19 3.15
H -4.61 0.28 -0.04
H -2.11 -0.08 -5.15
H -2.49 -0.31 2.07
H -3.54 -1.15 -3.74
H 0.77 5.24 4.60
H -4.08 0.33 2.51
H -2.45 -1.84 0.04
H -3.56 2.06 0.69
*
```

---

Stability check: which of them is least stable? entry B.

---

Entry A
Density functional theory data (ωB97M-V with the def2-TZVPD basis set) for a cluster of 2 separate species, C4H13N2O in total.

Summary:
<S²> = 0.7541
Kohn-Sham gap (alpha / beta) = 8.14 / 9.76 eV

The geometry in ORCA input format:
```
! RIJCOSX wB97M-V def2-TZVPD def2/J DEFGRID3
* xyz 0 2
O -33.26 -0.06 0.10
N 7.45 0.33 0.70
N 4.55 -1.30 1.66
C 6.10 -0.01 0.32
C 5.24 0.86 -0.55
C 5.63 -1.39 0.63
C 5.71 0.95 -2.04
H -32.38 -0.86 -0.01
H 4.92 -1.58 2.57
H 6.70 1.43 -2.06
H 7.47 1.13 1.32
H 5.27 -1.84 -0.30
H -32.62 0.22 0.79
H 5.76 -0.02 -2.48
H 4.94 1.56 -2.53
H 4.63 -0.27 1.63
H 6.44 -2.04 0.97
H 4.21 0.46 -0.49
H 5.20 1.88 -0.14
H 8.04 0.56 -0.08
*
```

---

Entry B
Density functional theory data (ωB97M-V with the def2-TZVPD basis set) for the molecule C4H13N2O.

Summary:
<S²> = 0.7505
Kohn-Sham gap (alpha / beta) = 3.58 / 10.49 eV

The geometry in ORCA input format:
```
! RIJCOSX wB97M-V def2-TZVPD def2/J DEFGRID3
* xyz 0 2
O 0.22 -0.99 -1.66
N 0.21 -1.17 0.96
N 1.69 1.12 1.75
C 1.16 1.01 0.42
C -2.05 -0.42 -1.13
C -0.60 0.02 -1.06
C -0.12 0.19 0.40
H -2.69 0.21 -0.49
H -0.45 0.93 -1.62
H 0.88 1.93 -0.12
H 0.66 -0.71 -2.47
H 0.73 -1.65 0.24
H -0.91 0.62 1.00
H 1.13 1.71 2.35
H -2.46 -0.42 -2.15
H 1.90 0.63 -0.29
H -2.14 -1.47 -0.91
H -0.60 -1.84 1.11
H 0.78 -1.12 1.83
H 2.64 1.44 1.82
*
```

---

Stability check: which of them is least stable? entry A.

---

Entry A
Density functional theory data (ωB97M-V with the def2-TZVPD basis set) for a cluster of 15 separate species, C5H39NO15 in total.

Summary:
Kohn-Sham gap = 9.71 eV

The geometry in ORCA input format:
```
! RIJCOSX wB97M-V def2-TZVPD def2/J DEFGRID3
* xyz 0 1
O -3.66 0.29 -2.88
O 1.41 2.11 4.14
O -3.62 -2.15 -1.10
O -1.59 1.86 0.83
O 1.64 -3.89 -1.95
O -1.06 -0.25 -0.77
O -1.79 1.39 3.62
O -0.91 -1.82 -3.16
O 2.92 -1.02 0.04
O 2.04 -0.88 3.37
O -1.00 1.10 -4.09
O -2.83 2.85 -0.93
O -1.74 -2.04 1.05
O -2.44 -1.32 3.55
O 0.89 -2.48 0.35
N 2.58 0.69 -1.37
C 1.44 1.01 -2.40
C 2.70 -0.60 -1.07
C 1.64 1.69 0.75
C 4.15 1.43 0.25
C 2.75 1.67 -0.31
H 1.58 -3.54 -1.14
H 1.62 -2.30 0.99
H -0.50 -2.45 -2.73
H 1.59 2.08 -2.52
H 2.03 1.63 3.71
H 2.89 -0.60 3.57
H -3.51 0.76 -2.10
H 0.93 -4.63 -2.10
H -2.37 1.78 4.25
H -3.54 -0.59 -2.59
H 1.75 -1.35 4.12
H -1.14 -2.72 1.11
H -3.00 -2.21 -0.47
H -1.16 -0.63 -1.72
H 4.89 1.27 -0.41
H 0.39 0.82 -1.83
H 4.11 0.45 0.85
H -2.14 3.30 -0.45
H -0.81 1.40 0.48
H 2.84 -1.23 -1.82
H 1.51 0.43 -3.21
H 0.63 1.70 3.83
H -1.67 -2.24 -3.71
H -1.98 0.83 -4.22
H -1.83 0.45 -0.92
H 1.77 0.86 1.58
H -3.43 2.78 -0.19
H 1.56 2.61 1.22
H 4.30 2.32 1.00
H -4.46 -1.92 -0.67
H 0.75 1.56 0.20
H -0.75 0.74 -3.21
H -3.33 -1.04 3.48
H -2.06 -1.49 2.55
H 2.69 2.76 -0.79
H -1.58 0.54 4.09
H -1.83 1.48 1.71
H -1.10 -1.54 0.30
H 0.86 -1.72 -0.15
*
```

---

Entry B
Density functional theory data (ωB97M-V with the def2-TZVPD basis set) for a cluster of 15 separate species, C5H39NO15 in total.

Summary:
Kohn-Sham gap = 9.20 eV

The geometry in ORCA input format:
```
! RIJCOSX wB97M-V def2-TZVPD def2/J DEFGRID3
* xyz 0 1
O 2.35 2.47 -1.12
O 1.82 0.55 -3.49
O 0.54 -4.03 -1.29
O 2.86 -1.57 -1.97
O -0.74 -0.60 4.35
O 3.05 -0.15 2.61
O 2.49 -2.82 2.16
O 1.69 1.30 4.47
O -1.20 1.66 -3.94
O -0.01 3.67 -0.44
O -4.54 -0.17 1.16
O -3.27 2.86 -1.52
O 0.43 2.89 2.14
O -0.03 -3.26 1.35
O -2.44 -2.07 1.47
N 0.97 -0.81 0.48
C 0.48 -0.47 -0.87
C -0.73 0.55 -0.82
C -2.07 1.10 -3.30
C -1.91 -0.33 -2.83
C -1.98 -0.23 -1.25
H 2.86 -0.92 -2.68
H 1.07 -4.74 -0.92
H 1.78 -1.39 0.43
H -0.86 -0.50 3.41
H -0.51 1.40 -1.49
H -3.58 2.17 -0.94
H -0.76 0.72 0.26
H 3.27 -2.69 1.61
H 2.80 -1.09 2.58
H 0.04 -3.21 0.38
H 2.73 0.04 1.70
H -3.03 1.60 -3.17
H 2.61 -2.50 3.06
H 0.90 -3.32 1.65
H 0.95 0.69 -3.90
H 2.25 1.41 -3.34
H 0.22 -1.31 -1.56
H 0.09 1.99 2.00
H 0.38 -1.26 1.17
H -2.72 -1.00 -3.15
H 1.16 -3.31 -1.51
H -1.98 -1.29 -0.99
H 3.17 2.75 -0.70
H -2.85 0.30 -0.85
H -3.70 0.21 1.43
H 0.61 3.17 1.22
H -4.32 -0.90 0.58
H 2.41 0.90 3.95
H 0.20 4.61 -0.37
H 3.20 -2.34 -2.43
H -2.51 3.35 -1.17
H -0.91 -0.68 -3.21
H -3.07 -2.78 1.63
H 1.30 0.10 -1.33
H 1.93 1.81 -0.56
H 1.42 2.07 3.95
H -1.59 -2.48 1.71
H 0.57 3.42 -1.18
H 0.14 -0.23 4.52
*
```

---

Stability check: which of them is least stable? entry A.

---

Entry A
Density functional theory data (ωB97M-V with the def2-TZVPD basis set) for a cluster of 2 separate species, C2H2FO3S in total.

Summary:
<S²> = 2.0183
Kohn-Sham gap (alpha / beta) = 4.98 / 6.04 eV

The geometry in ORCA input format:
```
! RIJCOSX wB97M-V def2-TZVPD def2/J DEFGRID3
* xyz -1 3
S -1.64 -0.79 0.08
F 2.25 -0.58 -0.94
O 2.54 -0.50 1.26
O -2.23 -0.25 1.30
O -2.35 -0.28 -1.10
C -0.18 0.44 -0.16
C 1.86 -0.25 0.31
H 0.06 0.77 -1.17
H -0.31 1.46 0.42
*
```

---

Entry B
Density functional theory data (ωB97M-V with the def2-TZVPD basis set) for a structure of composition C2H2FO3S.

Summary:
<S²> = 2.0101
Kohn-Sham gap (alpha / beta) = 5.44 / 7.64 eV

The geometry in ORCA input format:
```
! RIJCOSX wB97M-V def2-TZVPD def2/J DEFGRID3
* xyz -1 3
S -0.90 -1.29 -0.91
F -0.73 1.35 1.74
O -0.80 -2.53 -0.16
O 0.05 2.42 0.07
O -0.18 -1.27 -2.18
C 0.58 0.17 0.23
C 0.02 1.34 0.56
H 1.44 0.33 -0.38
H 0.51 -0.52 1.02
*
```

---

Stability check: which of them is least stable? entry A.

---

Entry A
Density functional theory data (ωB97M-V with the def2-TZVPD basis set) for the ion C3H5N4 with charge +1.

Summary:
SMILES = CC1=NN=NC1=[NH2+]
Kohn-Sham gap = 7.23 eV

The geometry in ORCA input format:
```
! RIJCOSX wB97M-V def2-TZVPD def2/J DEFGRID3
* xyz 1 1
N -2.05 -1.32 -1.57
N -1.99 -0.44 -2.49
N -0.98 0.36 -2.38
N -0.84 -1.80 0.45
C -1.08 -1.11 -0.64
C 0.59 1.07 -0.53
C -0.27 0.10 -1.32
H 0.94 0.56 0.35
H -1.38 -2.64 0.78
H -0.34 -1.40 1.23
H 0.18 2.01 -0.14
H 1.46 1.49 -1.17
*
```

---

Entry B
Density functional theory data (ωB97M-V with the def2-TZVPD basis set) for the ion C3H5N4 with charge +1.

Summary:
SMILES = C[N+]1=NC#CNN1
Kohn-Sham gap (alpha / beta) = 7.84 / 7.87 eV

The geometry in ORCA input format:
```
! RIJCOSX wB97M-V def2-TZVPD def2/J DEFGRID3
* xyz 1 1
N 0.11 0.84 -0.57
N 0.33 -0.70 1.23
N 1.70 0.54 -0.71
N -0.35 -0.11 0.31
C -1.67 -0.67 0.01
C 1.56 -0.26 1.37
C 2.23 0.08 0.32
H -2.41 0.01 0.41
H -1.56 -1.68 0.40
H -1.81 -0.44 -0.97
H 1.96 0.64 -1.67
H -0.08 1.75 -0.12
*
```

---

Entry C
Density functional theory data (ωB97M-V with the def2-TZVPD basis set) for the ion C3H5N4 with charge +1.

Summary:
SMILES = [H]/N=c1\nc1C(N)=[NH2+]
Kohn-Sham gap = 7.88 eV

The geometry in ORCA input format:
```
! RIJCOSX wB97M-V def2-TZVPD def2/J DEFGRID3
* xyz 1 1
N 1.73 0.45 -0.08
N -0.97 1.70 0.23
N 2.40 -1.88 0.04
N -1.77 -0.49 -0.16
C -0.88 0.39 0.09
C 1.69 -0.88 0.02
C 0.58 0.00 0.08
H 3.42 -1.84 -0.17
H -0.15 2.10 0.52
H -2.74 -0.23 -0.06
H -1.73 2.20 -0.22
H -1.58 -1.52 -0.30
*
```

---

Stability check: which of them is least stable? entry B.

---

Entry A
Density functional theory data (ωB97M-V with the def2-TZVPD basis set) for a cluster of 3 separate species, C3H7O2 in total.

Summary:
Kohn-Sham gap = 6.38 eV

The geometry in ORCA input format:
```
! RIJCOSX wB97M-V def2-TZVPD def2/J DEFGRID3
* xyz -1 1
O -0.08 -0.01 -0.80
O -2.47 0.69 2.07
C 0.89 0.73 -1.13
C -1.75 -0.06 1.48
C 1.18 2.00 -0.67
H 1.82 2.67 -1.24
H -1.92 -0.50 0.48
H 0.35 -3.51 -0.29
H 1.64 0.29 -1.81
H 0.96 2.38 0.32
H -0.77 -0.44 1.84
H 0.17 -4.23 -0.25
*
```

---

Entry B
Density functional theory data (ωB97M-V with the def2-TZVPD basis set) for the ion C3H7O2 with charge -1.

Summary:
SMILES = CO[C@@H](C)[O-]
Kohn-Sham gap = 6.97 eV

The geometry in ORCA input format:
```
! RIJCOSX wB97M-V def2-TZVPD def2/J DEFGRID3
* xyz -1 1
O 0.20 0.82 0.71
O 1.14 -1.10 -0.29
C 0.13 -0.65 0.36
C -1.24 -0.90 -0.32
C 0.02 1.69 -0.35
H 0.82 1.61 -1.10
H 0.09 2.72 -0.02
H -0.96 1.61 -0.80
H -1.29 -1.95 -0.57
H 0.03 -1.06 1.40
H -2.07 -0.61 0.34
H -1.29 -0.33 -1.25
*
```

---

Entry C
Density functional theory data (ωB97M-V with the def2-TZVPD basis set) for a structure of composition C3H7O2.

Summary:
Kohn-Sham gap = 6.91 eV

The geometry in ORCA input format:
```
! RIJCOSX wB97M-V def2-TZVPD def2/J DEFGRID3
* xyz -1 1
O -0.94 0.02 -1.05
O 2.92 -0.08 0.66
C -1.39 0.23 0.12
C 1.72 0.07 0.60
C -1.00 -0.43 1.36
H -1.53 0.22 2.14
H -0.88 -1.53 1.62
H 1.22 0.98 0.98
H -2.15 0.99 0.16
H 1.15 -0.50 -0.04
H 0.05 0.00 -3.26
H 0.83 0.03 -3.30
*
```

---

Stability check: which of them is least stable? entry C.

---

Entry A
Density functional theory data (ωB97M-V with the def2-TZVPD basis set) for a cluster of 2 separate species, C2H8NO in total.

Summary:
Kohn-Sham gap = 6.76 eV

The geometry in ORCA input format:
```
! RIJCOSX wB97M-V def2-TZVPD def2/J DEFGRID3
* xyz -1 1
O 0.46 2.71 0.30
N -0.32 -0.83 -0.62
C -1.05 -0.82 0.64
C 1.08 -0.48 -0.43
H -2.12 -0.66 0.43
H -0.73 -0.19 -1.29
H 0.03 3.25 -0.38
H 1.20 0.58 -0.11
H 1.46 -1.10 0.39
H 1.64 -0.66 -1.34
H -0.73 0.00 1.30
H -0.92 -1.80 1.10
*
```

---

Entry B
Density functional theory data (ωB97M-V with the def2-TZVPD basis set) for a cluster of 2 separate species, C2H8NO in total.

Summary:
Kohn-Sham gap = 6.44 eV

The geometry in ORCA input format:
```
! RIJCOSX wB97M-V def2-TZVPD def2/J DEFGRID3
* xyz -1 1
O -1.36 2.24 -1.98
N -0.68 -0.51 -0.55
C 1.08 -0.06 1.22
C 0.52 -1.02 0.10
H -1.52 -0.74 -0.06
H 1.72 -0.69 1.81
H -2.32 2.47 -2.16
H 0.32 -2.14 0.55
H 1.26 -1.12 -0.67
H -0.77 0.47 -0.93
H 0.25 0.26 1.81
H 1.51 0.86 0.86
*
```

---

Stability check: which of them is least stable? entry B.

---

Entry A
Density functional theory data (ωB97M-V with the def2-TZVPD basis set) for the molecule C4H6ClNO.

Summary:
SMILES = CC[C@@](O)(Cl)C#N
Kohn-Sham gap = 10.66 eV

The geometry in ORCA input format:
```
! RIJCOSX wB97M-V def2-TZVPD def2/J DEFGRID3
* xyz 0 1
Cl 1.49 -1.67 0.35
O 0.40 0.61 1.58
N 2.75 1.45 -0.66
C -1.52 -0.69 -0.17
C 1.88 0.81 -0.28
C 0.68 0.28 0.30
C -0.41 0.28 -0.69
H -0.08 -0.14 -1.61
H -0.63 1.38 -0.86
H 1.07 0.40 2.19
H -1.16 -1.39 0.44
H -2.12 -1.17 -0.95
H -2.35 -0.15 0.36
*
```

---

Entry B
Density functional theory data (ωB97M-V with the def2-TZVPD basis set) for the molecule C4H6ClNO.

Summary:
Kohn-Sham gap (alpha / beta) = 8.05 / 8.05 eV

The geometry in ORCA input format:
```
! RIJCOSX wB97M-V def2-TZVPD def2/J DEFGRID3
* xyz 0 1
Cl 4.43 -0.68 -0.11
O 1.47 0.47 1.45
N 2.14 0.30 -1.15
C 0.87 0.82 -0.90
C 2.97 -0.08 -0.36
C -0.32 -0.88 0.59
C 0.44 0.46 0.64
H -1.21 -0.82 -0.04
H 0.91 1.89 -1.06
H -0.27 1.29 0.85
H -0.61 -1.14 1.60
H 0.33 -1.67 0.21
H 0.14 0.38 -1.58
*
```

---

Stability check: which of them is least stable? entry B.